1.
71
Properties=species:S:1:pos:R:3:forces:R:3:mulliken_charge:R:1 method="wB97M-V/def2-TZVPD" smiles="CC(=O)N(C)[SiH2]CCN.COC(=O)OC.COC(=O)OC.COC(=O)OC.COC(=O)OC" gap_ev=9.96 max_force_ev_per_a=1.36 e_homo_ev=-9.40 lumo_ev=0.6 e_tot_ha=-2047.720008 charge=0
Si -1.0710 0.4566 1.1917 0.5 0.0 0.4 0.184
O 2.7282 -1.0381 -1.0801 -0.1 0.1 0.0 -0.207
O 1.1780 3.7059 4.6084 -0.1 0.0 0.1 -0.329
O -4.1532 -1.5259 2.3186 0.6 0.7 -0.2 -0.665
O 8.6186 -1.0640 -6.5482 0.1 0.1 -0.1 -0.538
O 2.9825 4.7443 4.0513 0.1 0.0 0.0 -0.339
O 3.2618 -2.7652 -2.2525 0.0 -0.1 -0.1 -0.315
O -9.5043 -0.3544 3.1946 0.0 -0.1 0.0 -0.312
O 1.7319 3.8081 2.4234 0.0 0.0 -0.2 -0.551
O -8.5421 1.5184 2.3839 0.1 0.1 0.0 -0.547
O 7.7032 -3.0986 -6.8848 0.0 -0.1 0.0 -0.309
O 7.7624 -2.3160 -4.8775 0.0 0.0 0.1 -0.279
O 4.8446 -1.8105 -0.9578 0.2 0.0 0.0 -0.553
O -10.7773 1.2216 2.4589 -0.1 0.0 0.0 -0.329
N -2.2412 -1.8094 -1.8165 0.0 0.2 0.4 -0.712
N -2.0506 -0.6367 2.1940 -0.6 0.2 -1.2 0.149
C -10.9334 2.5168 1.8767 -0.1 0.1 -0.1 -0.621
C 3.7241 -1.8663 -1.3887 -0.1 0.0 0.0 0.759
C 3.0794 -0.0134 -0.1472 -0.1 0.2 0.2 -0.641
C 8.0823 -2.0594 -6.1435 -0.1 -0.1 0.0 0.780
C -0.8554 -0.1202 -0.5749 -0.4 0.3 -0.1 -0.603
C -1.6122 -2.0353 2.0356 0.3 0.1 0.3 -0.918
C -2.1625 -0.4080 -1.3398 0.2 -0.6 -0.2 -0.098
C 4.2347 -3.7251 -2.6716 0.1 -0.2 -0.1 -0.492
C -4.1105 0.8182 2.0177 -0.1 -0.2 0.3 -0.975
C -8.1950 -0.8675 3.4556 0.2 -0.2 0.0 -0.611
C 7.9875 -2.9576 -8.2782 0.0 -0.1 -0.2 -0.634
C 8.1133 -1.2756 -3.9611 0.0 0.1 0.3 -0.699
C 0.0126 2.9688 4.2356 -0.2 -0.1 0.1 -0.520
C 3.8958 5.1910 3.0471 0.2 0.1 0.0 -0.613
C -3.4446 -0.5307 2.1758 -0.5 -0.9 0.6 0.679
C 1.9425 4.0622 3.5797 0.0 0.0 0.1 0.803
C -9.5111 0.8592 2.6529 -0.1 -0.1 0.0 0.805
H -5.0506 0.7581 2.5567 -0.1 0.0 0.0 0.237
H -1.6443 1.8074 1.2914 -0.1 0.0 -0.1 -0.175
H -0.5137 2.7328 5.1555 0.1 0.1 0.1 0.292
H -1.5689 -2.3746 -1.3161 0.1 -0.1 0.0 0.247
H -10.5061 3.2819 2.5217 0.1 0.0 0.0 0.292
H -8.3295 -1.8524 3.8910 -0.1 0.0 0.0 0.241
H 3.7374 -4.3955 -3.3655 -0.1 0.1 0.0 0.224
H -1.9427 -2.4357 1.0796 -0.1 -0.2 0.0 0.263
H -3.5456 1.6544 2.4066 0.2 0.1 -0.1 0.323
H -0.6317 3.5667 3.5934 0.0 0.0 -0.1 0.290
H 3.3950 -0.4471 0.7997 0.1 0.0 0.0 0.310
H 9.0580 -2.8553 -8.4431 0.0 0.1 0.0 0.294
H 4.3212 4.3449 2.5113 -0.1 0.0 0.0 0.286
H 7.5939 -0.3527 -4.2111 0.1 0.0 -0.1 0.321
H 4.6825 5.7251 3.5707 0.0 0.0 0.1 0.216
H -7.6246 -0.9553 2.5333 0.0 0.1 0.0 0.289
H -3.0412 -0.1918 -0.7325 -0.1 0.2 0.1 -0.021
H 3.4000 5.8613 2.3480 0.0 -0.1 0.0 0.292
H -10.4650 2.5558 0.8954 0.1 0.0 0.0 0.293
H 3.8670 0.6234 -0.5444 0.1 -0.1 0.0 0.343
H 7.4652 -2.0972 -8.6914 0.0 0.1 0.0 0.295
H -0.1808 -0.9732 -0.6310 0.1 -0.1 0.1 0.358
H -12.0026 2.6766 1.7783 0.0 -0.1 0.0 0.218
H -0.3300 0.6832 -1.0941 0.2 0.1 0.1 0.425
H -7.6668 -0.2276 4.1595 0.0 0.0 0.0 0.283
H -2.0003 -2.6549 2.8342 -0.1 0.0 0.1 0.319
H 4.6003 -4.2969 -1.8209 0.1 0.1 0.0 0.297
H 5.0657 -3.2361 -3.1766 0.0 0.0 0.1 0.154
H 2.1821 0.5774 0.0111 0.0 0.0 -0.1 0.109
H 0.2805 0.4976 1.7998 0.0 -0.1 0.1 -0.205
H -3.1406 -2.1966 -1.5656 -0.1 -0.1 -0.2 0.289
H 7.6292 -3.8659 -8.7529 0.0 0.0 0.1 0.216
H -0.5256 -2.0716 2.0783 0.1 0.0 0.0 0.324
H -2.1983 0.2344 -2.2151 -0.1 0.2 0.0 0.349
H 7.7965 -1.6076 -2.9767 -0.1 -0.1 -0.1 0.218
H 9.1886 -1.1101 -3.9588 0.0 0.0 -0.1 0.333
H -4.3632 0.9773 0.9724 0.1 0.1 -0.1 0.257
H 0.2900 2.0466 3.7290 0.0 0.0 -0.1 0.159



2.
13
Properties=species:S:1:pos:R:3:forces:R:3:mulliken_charge:R:1 method="wB97M-V/def2-TZVPD" gap_ev="7.87 / 7.88" max_force_ev_per_a=0.55 relative_energy_kcal_mol=89.6 e_homo_ev="-7.36 / -7.36" lumo_ev="0.5 / 0.5" e_tot_ha=-286.488867 charge=0
O -2.6953 -0.4470 1.1010 0.5 0.0 0.0 -0.463
N 0.4789 0.1833 -0.3188 0.1 -0.2 -0.1 0.038
C -1.4992 -0.4771 0.9616 -0.3 0.0 0.1 0.100
C -0.6981 0.6855 0.3986 -0.1 0.1 -0.1 -0.677
C 1.6105 -0.0708 0.3657 0.1 0.1 0.1 -0.634
C 0.3863 -0.1639 -1.6021 -0.1 -0.1 0.0 -0.556
H -0.5346 -0.5667 -2.0030 -0.1 0.3 0.0 0.249
H 1.2981 -0.1420 -2.1813 -0.1 -0.3 0.1 0.340
H 2.0283 0.6766 1.0280 -0.3 -0.1 0.2 0.233
H -0.8853 -1.3562 1.2438 -0.1 0.0 0.0 0.374
H -1.3346 1.2867 -0.2546 0.1 -0.1 0.0 0.351
H 2.1962 -0.9122 0.0255 0.1 0.3 -0.1 0.336
H -0.3512 1.3038 1.2355 0.0 -0.1 -0.1 0.308



3.
89
Properties=species:S:1:pos:R:3:forces:R:3:mulliken_charge:R:1 method="wB97M-V/def2-TZVPD" multiplicity=2 gap_ev="6.42 / 5.05" max_force_ev_per_a=1.17 e_homo_ev="-15.49 / -15.39" lumo_ev="-9.1 / -10.3" e_tot_ha=-2974.565102 charge=+3
Ir 0.4752 0.4062 -0.3847 -0.1 0.3 0.2 1.752
Te -2.1368 1.0547 -1.0918 0.2 -0.9 0.6 -0.764
Si -5.3118 2.1044 -3.0535 0.5 -0.1 0.7 0.171
Si -4.0625 4.2663 0.0482 -0.2 -0.5 -0.2 0.236
Si -2.2561 4.6324 -3.5728 0.0 -0.4 0.9 0.776
Si -3.1911 3.0787 -1.9985 -0.1 0.6 -0.6 -0.005
O 1.9566 -5.2406 4.0175 -0.1 0.0 0.1 -0.486
O 2.3182 -6.8724 2.5615 0.0 0.2 0.0 -0.430
N 0.7275 2.4540 -0.0042 0.2 0.2 -0.2 -0.342
N 2.4265 -0.1476 0.4623 -0.1 0.1 -0.5 -0.662
N 0.3318 -1.6237 -0.8511 0.6 -0.3 0.1 0.359
N 0.0440 0.4378 1.6808 -0.3 -0.2 0.0 -0.319
N 0.7775 0.4049 -2.4373 -0.3 0.3 -0.3 0.234
C 0.2672 0.2662 -5.1738 -0.1 -0.2 -0.1 -0.520
C 1.8078 -3.5033 -0.2593 0.2 0.0 0.0 0.348
C -3.7117 5.7425 -3.8437 -0.1 0.4 -0.3 -1.152
C -6.4233 3.4414 -3.6289 -0.2 0.3 -0.2 -0.923
C 2.4845 0.2177 1.8983 0.1 0.0 0.0 -0.855
C 0.9256 1.4774 -3.2164 0.3 -0.1 0.0 -0.013
C 0.3894 -0.7472 -3.0276 0.0 -0.3 0.3 0.452
C 1.9200 -5.6392 2.8940 0.1 -0.2 -0.1 0.410
C -4.8293 2.9516 1.0951 -0.2 -0.1 0.2 -1.043
C 0.6880 -2.7328 0.0174 -0.5 0.3 0.1 -0.909
C 0.7007 1.4361 -4.5851 0.2 0.1 0.1 -0.914
C 0.3116 -3.9526 2.0454 -0.1 0.0 0.0 -0.528
C -5.2341 5.5847 -0.4776 -0.2 0.3 0.0 -1.070
C 1.1533 -0.1471 2.4923 0.0 0.1 0.1 -0.155
C -1.5908 3.9706 -5.1678 0.0 -0.2 -0.3 -0.898
C 1.4493 -4.7158 1.7945 0.1 0.0 -0.1 0.039
C 0.1191 -0.8597 -4.3706 0.0 0.0 -0.3 -0.948
C -6.0305 1.0846 -1.6980 -0.3 -0.3 0.1 -0.853
C -4.4927 1.1373 -4.3941 0.0 -0.2 -0.4 -0.862
C 0.3351 -1.8715 -2.1045 -0.2 -0.1 -0.4 -0.150
C -2.5434 4.9478 0.8527 0.3 0.2 0.1 -0.369
C 0.6173 2.8028 1.4431 -0.1 0.1 0.0 -0.788
C -0.3386 1.8218 2.0663 0.0 0.1 0.2 -0.414
C -0.0761 -2.9735 1.1526 -0.2 0.0 0.0 -0.941
C 2.1820 -4.5074 0.6338 -0.1 0.0 -0.1 -0.808
C -0.9000 5.3840 -2.5248 0.3 0.4 -0.2 -0.978
H -3.3700 6.7674 -4.0339 0.0 -0.1 0.0 0.431
H -1.3097 6.0494 -1.7634 0.0 -0.1 0.0 0.308
H 1.0440 -1.2246 2.4477 -0.1 -0.2 0.1 0.068
H -4.2382 2.0340 1.1090 0.0 0.0 0.0 0.297
H -4.0031 1.7801 -5.1298 0.0 0.0 0.0 0.247
H 1.6084 2.7994 -0.3782 0.0 0.1 0.1 0.401
H -5.7825 5.9112 0.4155 0.0 0.0 -0.1 0.422
H -6.7264 4.1202 -2.8319 0.0 0.0 0.0 0.285
H 3.2315 0.2299 -0.0303 0.0 0.0 0.0 0.310
H 2.1467 -7.0899 1.6372 0.0 0.0 0.0 0.362
H 2.4140 -3.3071 -1.1381 0.0 0.0 0.0 0.622
H -0.9940 -2.4151 1.3118 0.1 0.0 0.0 0.612
H 3.0676 -5.0972 0.4277 0.0 0.0 0.0 0.484
H -0.7755 -0.1417 1.8436 0.0 0.0 0.0 0.270
H -5.2648 0.5631 -4.9238 0.1 0.1 0.0 0.473
H -0.1989 -1.8121 -4.7773 0.0 0.0 0.0 0.512
H -0.2579 -4.1340 2.9492 0.0 0.0 0.0 0.516
H -0.0145 2.9330 -0.5139 0.0 0.1 0.0 -0.242
H -0.3105 4.6048 -2.0293 0.0 0.1 0.0 0.119
H 3.2816 -0.2990 2.4327 0.1 -0.1 -0.1 0.524
H -5.2829 0.4567 -1.2090 -0.1 0.0 0.0 0.283
H -6.5106 1.7120 -0.9461 0.0 -0.1 -0.1 0.207
H -4.9176 3.3194 2.1248 0.0 0.0 -0.1 0.459
H -7.3336 2.9513 -3.9986 0.0 0.0 0.0 0.433
H -0.5067 3.8744 -5.1352 0.0 0.0 0.0 0.153
H -5.8367 2.7021 0.7596 0.1 0.0 0.1 0.348
H 1.0823 0.1465 3.5392 -0.1 0.1 0.0 0.485
H -6.8057 0.4237 -2.1060 0.1 0.0 0.0 0.450
H -4.4054 5.7760 -3.0058 0.0 0.0 0.0 0.221
H 2.4800 -1.1618 0.3678 0.2 0.0 0.1 0.168
H -0.3694 1.9458 3.1495 0.0 -0.1 0.0 0.423
H 0.3819 -2.8912 -2.4770 -0.1 0.0 0.0 0.628
H 1.2708 2.3843 -2.7378 -0.1 0.0 0.0 0.396
H -5.9740 5.2445 -1.2018 0.0 0.0 0.1 0.229
H -2.0336 5.7003 0.2521 0.0 0.0 0.0 0.353
H 1.6036 2.7747 1.8890 0.0 0.0 0.0 0.261
H -2.0206 3.0115 -5.4643 0.0 0.0 0.0 0.262
H 0.8881 2.3202 -5.1756 0.0 0.0 0.0 0.762
H -3.7632 0.4316 -3.9925 0.0 0.0 0.0 0.223
H -2.8422 5.4284 1.7926 0.0 -0.1 -0.1 0.536
H -6.0096 4.0247 -4.4496 0.0 0.0 0.0 0.320
H -1.8405 4.1497 1.0925 0.0 0.0 0.0 -0.508
H 0.0664 0.2184 -6.2371 0.0 0.0 0.0 0.545
H 2.6974 1.2777 1.9644 0.1 0.0 0.0 0.246
H -4.2621 5.4291 -4.7341 0.0 0.0 0.1 0.351
H -1.8226 4.6898 -5.9586 0.0 0.0 0.0 0.474
H -0.2121 5.9860 -3.1303 0.0 0.0 0.1 0.468
H -1.3437 1.9955 1.6793 0.0 0.0 0.0 0.065
H -4.7190 6.4593 -0.8797 -0.1 0.0 0.0 0.370
H 0.2477 3.8144 1.5850 0.0 0.1 -0.1 0.690



4.
23
Properties=species:S:1:pos:R:3:forces:R:3:mulliken_charge:R:1 method="wB97M-V/def2-TZVPD" gap_ev=8.28 max_force_ev_per_a=4.31 relative_energy_kcal_mol=55.3 e_homo_ev=-17.79 lumo_ev=-9.5 e_tot_ha=-383.870568 charge=+2
N 0.6100 -0.7352 -0.1808 1.1 -1.0 0.9 0.224
N 0.5318 0.5698 1.7880 0.1 3.5 2.5 -0.076
C -0.2592 -0.8043 -1.3251 -2.1 0.8 0.3 0.009
C 0.7976 0.5264 0.5600 -0.3 -2.2 -1.9 0.365
C -1.2311 0.1389 -1.4487 2.1 2.0 0.4 -0.048
C -2.2818 0.2749 -2.4492 -1.8 -1.9 -0.3 -1.175
C 0.2144 -0.3285 2.8723 -1.1 -2.5 1.2 -0.835
C 1.3512 1.5772 -0.2661 0.2 2.5 3.5 -1.248
C 1.3074 -1.7833 0.0784 -0.1 -1.9 0.6 -0.083
H 1.9549 -2.1356 0.8929 0.1 1.7 0.2 0.359
H -3.1050 -0.2621 -1.8366 0.4 1.0 -1.2 0.318
H 1.5699 1.3237 -1.2262 1.0 -1.3 -2.5 0.469
H 2.2390 1.9371 0.3601 -1.0 0.1 -1.3 0.396
H -0.6783 0.0960 3.3994 0.8 -0.4 -0.4 0.345
H 1.0389 -0.5055 3.6494 -0.8 0.8 -1.4 0.327
H -2.1280 -0.4014 -3.3429 -0.2 1.0 0.9 0.338
H -0.2745 -1.8100 -1.7797 0.2 0.9 -0.1 0.271
H 0.5002 1.5693 2.2189 0.7 -1.7 -1.3 0.413
H -0.0686 -1.3332 2.4739 0.2 0.8 0.3 0.370
H 0.6001 2.3574 -0.4031 0.2 0.5 0.4 0.436
H -1.1775 1.0845 -0.7977 0.0 -1.7 -0.6 0.247
H 1.1209 -2.6685 -0.5136 -0.2 0.2 -0.7 0.223
H -2.6324 1.3124 -2.7238 0.6 -1.2 0.5 0.355